1.
C8H22BrCuN2O2 as an isolated structure in a non-equilibrium geometry. Source: the Open Molecules 2025 dataset; level of theory: wB97M-V/def2-TZVPD.

Properties
charge	+1
LUMO level (spin up / spin down)	-4.656 / -4.653	eV
DFT total energy	-4791.9292	hartree
spin multiplicity	2
orbital gap (spin up / spin down)	7.5 / 8.3	eV
highest occupied orbital energy (spin up / spin down)	-12.17 / -12.96	eV

```
36
Properties=species:S:1:pos:R:3:nbo_charge:R:1
Cu -0.32 -3.68 -0.52 0.809
Br 1.20 -2.26 -0.35 -0.632
C -2.28 0.31 -0.53 -0.634
C -1.34 0.34 0.65 -0.071
C -1.52 -0.69 1.79 -0.066
O -2.82 -0.42 2.34 -0.523
C -3.05 -1.07 3.56 -0.267
N 0.00 0.25 0.10 -0.682
H -2.55 1.34 -0.78 0.235
H -3.18 -0.28 -0.36 0.246
H -1.84 -0.07 -1.45 0.192
H -1.52 1.32 1.09 0.224
H -0.67 -0.61 2.46 0.181
H -1.35 -1.71 1.43 0.146
H -2.41 -0.66 4.34 0.172
H -3.00 -2.16 3.66 0.177
H -4.02 -0.74 3.92 0.207
H -0.08 0.64 -0.83 0.439
H 0.25 -0.70 -0.11 0.375
C 3.62 1.66 -0.32 -0.611
C 2.14 1.30 -0.45 -0.127
C 1.80 0.58 -1.78 -0.106
O 0.32 0.51 -1.86 -0.536
C 0.04 -0.34 -2.97 -0.271
N 1.76 0.62 0.77 -0.497
H 4.22 0.76 -0.19 0.214
H 3.78 2.30 0.55 0.244
H 4.07 2.21 -1.14 0.231
H 1.63 2.26 -0.47 0.212
H 2.16 -0.43 -1.61 0.196
H 2.32 0.94 -2.66 0.232
H 0.57 -1.26 -2.76 0.195
H 0.39 0.17 -3.87 0.209
H -1.01 -0.61 -3.09 0.210
H 1.93 -0.37 0.66 0.341
H 0.75 0.51 0.77 0.334
```

2.
C38H42ClFeN9OS2 as an isolated structure. Source: the Open Molecules 2025 dataset; level of theory: wB97M-V/def2-TZVPD.

Properties
charge	-1
LUMO level (spin up / spin down)	2.364 / 2.213	eV
DFT total energy	-4561.5175	hartree
spin multiplicity	6
orbital gap (spin up / spin down)	4.9 / 4.9	eV
highest occupied orbital energy (spin up / spin down)	-2.57 / -2.65	eV

```
94
Properties=species:S:1:pos:R:3:mulliken_spin:R:1
Fe 0.00 0.23 -0.50 3.616
C 1.86 -3.09 -6.71 0.000
C 1.46 -2.74 -5.30 0.001
C 1.55 -3.65 -4.26 0.002
C 1.22 -3.25 -2.97 -0.001
C 0.76 -1.96 -2.65 0.019
N 0.48 -1.63 -1.34 0.068
C 0.20 -2.62 -0.44 -0.025
C -0.75 -3.65 -0.66 0.012
C -1.09 -4.55 0.32 0.002
C -0.52 -4.50 1.60 0.020
C -0.93 -5.46 2.69 -0.002
C 0.44 -3.53 1.82 -0.019
C 0.82 -2.64 0.83 0.004
N 1.92 -1.78 1.09 -0.018
C 3.02 -2.08 1.83 -0.004
C 3.85 -0.99 1.79 0.012
C 3.17 -0.06 0.99 -0.031
N 2.02 -0.55 0.56 0.068
C 0.68 -1.01 -3.71 0.007
C 1.04 -1.44 -4.99 0.003
N 0.25 0.31 -3.55 0.011
C 0.06 1.18 -4.59 -0.002
C -0.20 2.42 -4.18 0.017
C -0.29 2.39 -2.68 -0.073
N 0.17 1.05 -2.30 0.169
H 1.82 -4.17 -6.86 0.000
H 2.87 -2.76 -6.94 0.000
H 1.19 -2.63 -7.44 0.000
H 1.89 -4.66 -4.44 0.000
H 1.34 -3.96 -2.17 0.001
H -1.22 -3.69 -1.63 0.001
H -1.84 -5.31 0.11 0.000
H -1.70 -6.15 2.34 0.000
H -1.33 -4.93 3.56 0.001
H -0.09 -6.06 3.04 0.001
H 0.89 -3.44 2.80 -0.010
H 3.12 -3.04 2.30 -0.005
H 4.81 -0.88 2.27 0.003
H 3.47 0.94 0.68 0.000
H 1.02 -0.75 -5.82 0.000
H 0.12 0.85 -5.61 -0.002
H -0.40 3.27 -4.81 0.000
H 0.37 3.16 -2.24 -0.016
N -0.59 -0.93 3.16 -0.055
C 0.46 -0.07 3.54 0.772
S 0.51 1.60 2.98 0.125
N 0.83 -0.27 4.87 0.007
C 1.98 0.14 5.53 -0.043
C 2.06 -0.02 6.91 0.030
C 3.20 0.35 7.61 -0.017
C 4.28 0.91 6.94 0.035
C 4.20 1.08 5.56 -0.015
C 3.07 0.70 4.85 0.044
H -0.74 -0.87 2.17 0.086
H -1.46 -0.64 3.61 0.037
H 0.18 -0.80 5.43 -0.018
H 1.22 -0.45 7.45 -0.001
H 3.23 0.21 8.68 -0.001
H 5.16 1.21 7.48 0.004
H 5.03 1.51 5.02 -0.001
H 3.02 0.83 3.78 0.015
Cl -1.05 5.56 -1.11 0.000
C -2.11 5.22 -2.46 0.001
C -2.67 6.30 -3.11 -0.001
C -3.52 6.09 -4.19 0.001
C -3.79 4.79 -4.59 -0.001
C -3.22 3.72 -3.92 0.002
C -2.36 3.90 -2.83 0.003
C -1.74 2.70 -2.18 0.045
H -2.44 7.31 -2.78 0.000
H -3.96 6.93 -4.70 0.000
H -4.45 4.61 -5.43 0.000
H -3.43 2.71 -4.24 0.000
H -2.35 1.83 -2.39 -0.009
H -1.73 2.82 -1.09 0.021
C -2.11 3.03 1.73 0.010
O -1.54 1.83 1.23 -0.079
C -0.06 1.64 1.24 0.110
C 0.64 2.91 0.73 0.002
H -1.87 3.89 1.10 0.005
H -1.78 3.23 2.75 -0.001
H -3.19 2.89 1.72 0.006
H 0.40 3.82 1.31 0.002
H 0.41 3.11 -0.31 -0.012
H 1.72 2.77 0.81 0.003
N -3.96 -2.29 0.38 0.003
C -3.28 -1.11 0.26 0.024
N -3.23 -0.34 1.36 0.011
S -2.63 -0.63 -1.21 0.020
H -4.02 -2.70 1.30 0.001
H -3.77 -2.94 -0.36 0.002
H -3.41 -0.76 2.26 -0.002
H -2.63 0.50 1.31 0.000
```

3.
C33H81GaNO17S5 as an isolated structure in a non-equilibrium geometry. Source: the Open Molecules 2025 dataset; level of theory: wB97M-V/def2-TZVPD.

Properties
charge	-1
LUMO level	1.416	eV
DFT total energy	-6555.4539	hartree
spin multiplicity	1
orbital gap	5.4	eV
highest occupied orbital energy	-3.95	eV

```
138
Properties=species:S:1:pos:R:3:mulliken_charge:R:1
C 3.86 2.73 4.76 -0.930
C 2.39 3.04 4.24 -0.104
O 2.02 1.99 3.36 -0.189
C 1.85 2.43 2.02 -0.599
C 0.88 1.38 1.35 -0.367
C 1.59 -0.02 1.23 -0.133
C 0.68 -1.10 0.57 -0.528
C 1.12 -2.58 0.84 -0.810
Ga 1.18 -3.15 2.82 -0.357
N 0.50 -5.00 2.89 -0.337
O 0.13 -2.09 3.99 -0.304
C -1.14 -2.63 4.21 -0.995
C -2.26 -1.52 4.36 1.045
C -2.14 -0.48 3.18 -0.505
C -3.63 -2.27 4.22 -1.136
C -4.88 -1.47 4.72 0.608
C -5.36 -0.32 3.76 -1.343
C -4.75 -0.89 6.16 -1.491
C 3.15 -3.27 3.51 0.275
C 3.16 -4.12 4.84 -0.931
C 3.82 -1.86 3.66 -0.006
C 5.37 -2.08 4.00 -1.385
H 4.56 3.21 4.03 0.220
H 4.01 1.63 4.80 0.173
H 4.01 3.16 5.78 0.325
H 1.76 3.06 5.15 0.274
H 2.39 4.06 3.78 0.074
H 1.31 3.40 2.01 0.370
H 2.80 2.46 1.44 0.236
H 0.50 1.73 0.36 0.348
H -0.01 1.34 2.02 0.065
H 2.50 0.10 0.60 0.596
H 1.86 -0.32 2.27 -0.175
H -0.41 -0.94 0.78 0.210
H 0.77 -0.94 -0.54 0.229
H 2.17 -2.68 0.44 0.325
H 0.51 -3.32 0.27 0.387
H 0.69 -5.33 3.84 -0.213
H 1.18 -5.53 2.33 0.214
H -1.18 -3.21 5.18 0.080
H -1.48 -3.34 3.42 0.423
H -2.18 -0.99 5.33 0.175
H -2.55 0.52 3.46 0.150
H -1.09 -0.33 2.87 -0.379
H -2.71 -0.88 2.31 0.140
H -3.80 -2.50 3.14 0.350
H -3.54 -3.21 4.80 0.400
H -5.73 -2.21 4.76 0.324
H -4.84 0.61 4.10 0.263
H -6.46 -0.20 3.76 0.367
H -4.98 -0.52 2.74 0.334
H -5.75 -0.46 6.42 0.405
H -3.99 -0.08 6.26 0.330
H -4.55 -1.65 6.95 0.330
H 3.69 -3.84 2.72 0.350
H 4.00 -3.84 5.52 0.353
H 3.31 -5.22 4.62 -0.016
H 2.19 -3.95 5.36 0.164
H 3.33 -1.21 4.42 0.296
H 3.81 -1.40 2.65 -0.007
H 5.92 -1.29 3.44 0.453
H 5.52 -1.95 5.09 0.285
H 5.65 -3.09 3.64 0.307
O 2.14 6.76 3.23 -0.627
S 2.91 7.50 4.20 1.212
O 2.32 8.02 5.40 -0.636
O 3.69 8.69 3.44 -0.271
C 2.93 9.60 2.64 -0.335
C 2.18 10.61 3.49 -0.983
C 4.33 6.55 4.64 -0.895
H 2.25 9.05 1.99 0.316
H 3.64 10.12 2.00 0.273
H 1.40 10.12 4.08 0.299
H 1.71 11.36 2.86 0.387
H 2.85 11.10 4.19 0.259
H 4.81 6.18 3.74 0.306
H 3.98 5.71 5.25 0.267
H 5.01 7.17 5.22 0.407
O 2.99 -7.93 4.25 -0.594
S 2.23 -8.72 5.18 1.226
O 2.84 -9.73 6.00 -0.649
O 0.98 -9.37 4.40 -0.268
C 1.24 -10.13 3.22 -0.351
C 1.77 -11.51 3.55 -0.988
C 1.30 -7.63 6.23 -0.816
H 1.92 -9.59 2.56 0.319
H 0.28 -10.22 2.70 0.286
H 2.77 -11.45 3.99 0.294
H 1.84 -12.12 2.64 0.387
H 1.13 -12.02 4.27 0.258
H 0.80 -6.89 5.61 0.174
H 2.01 -7.15 6.90 0.376
H 0.59 -8.22 6.79 0.366
O 2.25 -0.25 -3.03 -0.525
S 2.59 -0.95 -4.23 1.134
O 3.88 -0.82 -4.84 -0.631
O 1.46 -0.67 -5.34 -0.302
C 1.15 0.70 -5.65 -0.259
C 2.20 1.34 -6.54 -0.943
C 2.25 -2.67 -4.01 -0.982
H 1.00 1.27 -4.74 0.306
H 0.19 0.68 -6.18 0.201
H 3.14 1.45 -6.01 0.381
H 1.87 2.32 -6.87 0.319
H 2.38 0.72 -7.42 0.239
H 1.25 -2.78 -3.59 0.322
H 3.00 -3.07 -3.32 0.382
H 2.33 -3.17 -4.97 0.340
O -0.19 4.71 -10.09 -0.654
S -0.94 3.92 -9.15 1.032
O -0.30 2.93 -8.34 -0.477
O -2.19 3.25 -9.91 -0.188
C -1.93 2.47 -11.09 -0.473
C -1.38 1.10 -10.76 -1.045
C -1.87 5.00 -8.11 -0.882
H -1.26 3.02 -11.77 0.446
H -2.89 2.36 -11.60 0.285
H -0.38 1.18 -10.32 0.311
H -1.31 0.49 -11.65 0.398
H -2.01 0.60 -10.03 0.276
H -2.39 5.72 -8.72 0.325
H -1.17 5.50 -7.44 0.404
H -2.58 4.40 -7.53 0.245
O -5.22 3.86 -7.43 -0.614
S -5.99 3.19 -8.44 1.200
O -7.14 3.80 -9.05 -0.626
O -6.40 1.73 -7.90 -0.277
C -7.08 1.65 -6.64 -0.347
C -8.55 2.03 -6.76 -0.985
C -4.90 2.65 -9.72 -0.933
H -6.58 2.25 -5.89 0.326
H -7.01 0.61 -6.32 0.285
H -8.66 3.09 -7.00 0.295
H -9.07 1.83 -5.83 0.390
H -9.03 1.47 -7.57 0.262
H -4.05 2.15 -9.27 0.252
H -4.57 3.53 -10.27 0.420
H -5.44 1.98 -10.39 0.358
```

4.
A 8-piece molecular cluster, C8H32N6O8 overall in a non-equilibrium geometry. Source: the Open Molecules 2025 dataset; level of theory: wB97M-V/def2-TZVPD.

Properties
SMILES	NC(N)=O.NC(N)=O.NC(N)=O.CO.CO.CO.CO.CO
LUMO level	0.412	eV
DFT total energy	-1254.5112	hartree
spin multiplicity	1
orbital gap	9.8	eV
highest occupied orbital energy	-9.36	eV

```
54
Properties=species:S:1:pos:R:3:nbo_charge:R:1
N 3.63 0.80 1.42 -0.837
C 2.80 0.38 2.37 0.775
N 1.74 1.23 2.55 -0.869
O 2.97 -0.59 3.13 -0.715
H 4.30 0.21 0.91 0.405
H 3.32 1.66 0.94 0.420
H 1.40 1.73 1.71 0.397
H 1.09 0.94 3.29 0.415
N 0.29 1.65 -0.81 -0.914
C 0.93 2.84 -0.54 0.789
N 0.14 3.92 -0.86 -0.836
O 2.02 2.89 -0.07 -0.681
H 0.86 0.82 -0.51 0.428
H -0.61 1.53 -1.27 0.437
H -0.84 3.83 -0.93 0.389
H 0.38 4.74 -0.32 0.390
N -3.83 1.48 -0.72 -0.853
C -3.09 0.80 -1.68 0.781
N -3.19 -0.55 -1.68 -0.854
O -2.31 1.42 -2.41 -0.707
H -3.84 2.47 -0.95 0.394
H -4.72 1.07 -0.44 0.404
H -3.68 -1.05 -0.90 0.422
H -2.37 -0.95 -2.10 0.417
C 3.37 0.48 -2.73 -0.254
O 2.01 0.55 -3.18 -0.770
H 3.45 -0.24 -1.94 0.172
H 4.06 0.17 -3.45 0.181
H 3.74 1.46 -2.46 0.179
H 1.50 1.11 -2.57 0.491
C 0.28 -1.19 5.18 -0.249
O 0.09 -0.87 3.80 -0.767
H 0.62 -0.31 5.70 0.161
H -0.63 -1.50 5.72 0.169
H 1.01 -1.96 5.38 0.177
H 0.94 -0.99 3.33 0.503
C -0.73 -2.21 -3.77 -0.249
O -0.17 -1.28 -2.86 -0.774
H -1.83 -2.09 -4.00 0.161
H -0.25 -2.15 -4.70 0.178
H -0.58 -3.17 -3.30 0.176
H 0.35 -0.62 -3.36 0.509
C -3.22 -0.65 1.74 -0.267
O -4.50 -0.81 1.09 -0.760
H -2.52 -0.18 1.06 0.200
H -3.33 0.07 2.55 0.174
H -2.85 -1.60 2.23 0.183
H -5.02 -1.39 1.67 0.478
C 1.04 -2.59 0.02 -0.248
O 1.46 -1.25 -0.36 -0.762
H -0.04 -2.84 0.04 0.167
H 1.57 -3.31 -0.63 0.165
H 1.45 -2.68 0.99 0.193
H 1.32 -1.20 -1.33 0.488
```

5.
One molecule with the formula C6H4O4 in a non-equilibrium geometry. Source: the Open Molecules 2025 dataset; level of theory: wB97M-V/def2-TZVPD.

Properties
SMILES	O=C(O)C(=O)c1ccco1
LUMO level	0.122	eV
DFT total energy	-531.9705	hartree
spin multiplicity	1
orbital gap	9.6	eV
highest occupied orbital energy	-9.51	eV

```
14
Properties=species:S:1:pos:R:3:nbo_charge:R:1
O -2.18 -0.64 1.20 -0.552
C -1.75 -0.29 0.16 0.709
O -2.25 -0.66 -1.03 -0.669
C -0.70 0.82 0.02 0.464
O -1.08 1.89 -0.28 -0.467
C 0.72 0.35 0.16 0.153
C 1.92 0.99 0.19 -0.237
C 2.90 0.00 -0.04 -0.302
C 2.21 -1.17 -0.17 0.107
O 0.85 -0.95 0.00 -0.389
H -3.03 -1.23 -0.82 0.496
H 1.99 2.01 0.34 0.236
H 3.96 0.12 -0.10 0.239
H 2.55 -2.15 -0.40 0.212
```